Molecular formula: C5H8N2O2
Method: DFT, wB97M-V/def2-TZVPD

Each line ends with the natural charge from an NBO analysis.
Atoms and positions in Å:
H  0.947  -3.222  0.722  0.340
N  0.469  -2.347  0.957  -0.628
C  0.599  -1.469  0.035  -0.016
C  0.731  0.325  0.427  0.253
N  1.475  0.585  1.506  -0.827
C  -0.265  0.799  -0.292  -0.123
C  -0.503  2.192  -0.758  -0.644
C  -1.000  -0.381  -0.868  0.748
O  -1.075  -0.592  -2.083  -0.556
O  -1.956  -0.773  0.047  -0.691
H  1.077  -1.700  -0.929  0.163
H  0.975  0.688  2.384  0.404
H  2.321  0.017  1.569  0.392
H  -1.456  2.553  -0.368  0.224
H  0.293  2.869  -0.437  0.229
H  -0.563  2.196  -1.850  0.238
H  -2.069  -1.739  -0.063  0.496

Results
Spin multiplicity: 1
Total energy, eV: -12386.2487
E_LUMO, eV: -0.42
Gap between HOMO and LUMO, eV: 8.1058
SMILES: [H]/N=C/C(N)=C(/C)C(=O)O
Molecular weight, g/mol: 128.1
Energy above the lowest of the compared OMol25 structures with the same formula, charge and spin, kcal/mol: 108.1